ORCA calculation (ωB97M-V with the def2-TZVPD basis set) on a structure of composition C20H42BI2O11PSi2 in a non-equilibrium geometry.

Summary:
gap between HOMO and LUMO = 8.6 eV

ORCA input file:
```
! RIJCOSX wB97M-V def2-TZVPD def2/J DEFGRID3
* xyz 0 1
C 3.708 -1.664 -1.050
C 2.726 -1.564 -0.170
C 1.404 -0.847 -0.378
Si 1.533 0.685 -1.498
C -0.159 1.566 -1.449
C -0.451 2.679 -2.468
O -1.585 2.907 -2.769
I 1.063 3.868 -3.440
O 2.200 0.392 -3.020
Si 1.362 -0.534 -4.138
I -0.049 0.784 -5.684
C 0.375 -1.971 -3.433
C -1.075 -1.661 -2.996
C -2.071 -2.775 -3.405
C -3.541 -2.318 -3.152
O -3.642 -1.117 -2.375
C -4.139 -0.060 -3.090
C -5.556 0.394 -2.749
O -3.514 0.527 -3.930
C 2.717 -1.302 -5.271
O 2.451 -1.029 -6.654
C 3.324 -0.042 -7.168
B 2.845 1.883 -0.530
O 3.191 1.601 0.784
O 3.479 2.972 -1.095
C 3.060 4.153 -0.363
H 3.688 -1.299 -2.070
H 4.620 -2.163 -0.734
H 2.884 -1.998 0.815
H 0.579 -1.517 -0.637
H 1.136 -0.431 0.608
H -1.023 0.896 -1.496
H -0.223 2.047 -0.461
H 0.308 -2.704 -4.248
H 0.983 -2.453 -2.657
H -1.204 -1.525 -1.920
H -1.424 -0.732 -3.461
H -1.889 -3.585 -2.689
H -1.903 -3.127 -4.422
H -4.045 -3.100 -2.580
H -4.034 -2.232 -4.125
H -5.735 0.350 -1.676
H -6.238 -0.244 -3.319
H -5.662 1.406 -3.134
H 2.761 -2.390 -5.154
H 3.680 -0.838 -5.023
H 4.314 -0.446 -7.414
H 3.377 0.787 -6.450
H 2.891 0.367 -8.084
H 2.438 1.241 1.263
H 3.776 4.430 0.410
H 2.904 4.944 -1.097
H 2.065 3.954 0.058
O -0.750 1.599 4.369
P -0.495 0.404 5.222
O 0.588 -0.472 4.373
C 1.928 0.008 4.263
C 2.715 -0.180 5.548
O -1.847 -0.479 4.927
C -3.027 0.134 4.406
C -3.111 -0.044 2.904
O -0.250 -0.445 6.616
C -0.684 0.157 7.858
C -2.194 0.260 7.957
H 1.924 1.060 3.958
H 2.398 -0.567 3.463
H 2.326 0.463 6.342
H 3.766 0.068 5.395
H 2.639 -1.208 5.899
H -3.075 1.187 4.684
H -3.878 -0.359 4.882
H -2.192 0.275 2.412
H -3.944 0.528 2.493
H -3.256 -1.096 2.653
H -0.221 1.141 7.967
H -0.302 -0.476 8.659
H -2.586 0.995 7.249
H -2.490 0.573 8.959
H -2.663 -0.695 7.728
*
```

ORCA calculation (ωB97M-V with the def2-TZVPD basis set) on a structure of composition C20H42BeGeN5OS2Si3.

Summary:
gap between HOMO and LUMO (alpha / beta) = 5.0 / 7.5 eV

ORCA input file:
```
! RIJCOSX wB97M-V def2-TZVPD def2/J DEFGRID3
* xyz 0 2
Be -0.502 -0.872 -0.373
N -1.783 2.954 0.260
C -1.606 1.582 0.053
S -0.313 0.765 0.999
N -2.345 0.911 -0.745
N -1.976 -0.391 -0.900
C -2.861 -1.292 -1.401
C -2.534 -2.673 -1.435
C -3.433 -3.610 -2.005
C -3.145 -4.960 -2.070
C -1.939 -5.437 -1.559
C -1.040 -4.546 -0.970
C -1.305 -3.184 -0.889
O -0.396 -2.375 -0.307
H -1.645 3.233 1.218
H -2.683 3.263 -0.087
H -3.842 -0.943 -1.707
H -4.377 -3.238 -2.398
H -3.861 -5.647 -2.514
H -1.701 -6.493 -1.607
H -0.112 -4.906 -0.539
C 3.015 -0.978 1.852
Si 3.541 0.663 1.127
C 4.662 1.616 2.301
C 4.540 0.383 -0.431
Ge 1.626 2.139 0.931
Si 1.921 3.811 -0.794
C 2.544 3.152 -2.432
C 0.530 5.015 -1.122
C 3.360 4.752 -0.022
Si 1.176 2.901 3.183
C -0.585 3.524 3.403
C 2.332 4.239 3.818
C 1.379 1.379 4.267
H 3.872 -1.657 1.923
H 2.261 -1.451 1.211
H 2.584 -0.861 2.851
H 5.589 1.057 2.481
H 4.184 1.804 3.270
H 4.934 2.586 1.868
H 5.482 -0.117 -0.171
H 4.787 1.329 -0.925
H 4.001 -0.241 -1.145
H 1.746 2.733 -3.048
H 3.279 2.357 -2.281
H 3.019 3.966 -2.992
H -0.291 4.533 -1.655
H 0.912 5.843 -1.731
H 0.127 5.426 -0.191
H 4.252 4.113 0.028
H 3.133 5.090 0.997
H 3.610 5.631 -0.625
H -0.765 4.458 2.856
H -0.782 3.714 4.463
H -1.303 2.765 3.071
H 2.250 5.164 3.236
H 3.378 3.914 3.792
H 2.071 4.468 4.857
H 0.817 0.535 3.853
H 1.008 1.567 5.281
H 2.432 1.085 4.339
C -0.521 -2.913 -4.611
N 0.201 -2.099 -3.632
C 0.001 -0.833 -3.288
S 0.992 -0.159 -2.050
N -0.893 -0.053 -3.901
C -2.089 -0.453 -4.648
H 0.089 -3.786 -4.827
H -0.662 -2.359 -5.535
H -1.479 -3.257 -4.225
H 0.765 -2.593 -2.959
H -0.926 0.856 -3.476
H -1.880 -0.609 -5.707
H -2.814 0.352 -4.561
H -2.532 -1.352 -4.223
*
```

ORCA calculation (ωB97M-V with the def2-TZVPD basis set) on a cluster of 9 separate species, C20H42Cl16O2 in total in a non-equilibrium geometry.

Summary:
structure (SMILES) = COCCOC.ClCCCl.ClCCCl.ClCCCl.ClCCCl.ClCCCl.ClCCCl.ClCCCl.ClCCCl
relative energy (zero: lowest compared OMol25 entry of this formula, charge and spin) = 13.6 kJ/mol
gap between HOMO and LUMO = 9.6 eV

ORCA input file:
```
! RIJCOSX wB97M-V def2-TZVPD def2/J DEFGRID3
* xyz 0 1
C 4.640 2.701 -2.871
O 3.982 1.998 -1.856
C 3.255 2.780 -0.957
C 2.055 3.422 -1.572
O 2.294 4.454 -2.488
C 2.806 5.631 -1.892
H 5.290 1.986 -3.381
H 5.282 3.495 -2.463
H 3.948 3.117 -3.608
H 3.927 3.497 -0.464
H 2.910 2.075 -0.196
H 1.364 3.760 -0.774
H 1.502 2.631 -2.093
H 2.035 6.125 -1.283
H 3.114 6.275 -2.707
H 3.657 5.430 -1.235
Cl -0.097 2.068 1.341
C -0.709 1.098 -0.019
C -0.372 -0.370 0.101
Cl 1.387 -0.688 -0.005
H -0.335 1.485 -0.960
H -1.795 1.195 0.003
H -0.803 -0.920 -0.738
H -0.746 -0.829 1.011
Cl 0.370 -3.379 -1.773
C 0.890 -5.024 -2.192
C 1.860 -5.584 -1.183
Cl 3.313 -4.559 -1.010
H 1.332 -5.017 -3.185
H -0.011 -5.634 -2.221
H 2.225 -6.551 -1.519
H 1.425 -5.694 -0.195
Cl 6.327 0.508 0.100
C 4.935 -0.543 -0.224
C 4.902 -1.093 -1.617
Cl 6.408 -1.973 -2.038
H 4.056 0.054 -0.021
H 4.983 -1.382 0.462
H 4.780 -0.303 -2.348
H 4.080 -1.802 -1.684
Cl -4.732 -3.572 -1.020
C -2.985 -3.858 -1.143
C -2.460 -3.558 -2.506
Cl -3.095 -4.659 -3.755
H -2.775 -4.890 -0.877
H -2.473 -3.207 -0.437
H -1.371 -3.601 -2.492
H -2.723 -2.538 -2.791
Cl -1.110 -3.081 4.476
C -2.907 -3.008 4.332
C -3.363 -1.799 3.579
Cl -2.933 -1.854 1.873
H -3.302 -3.000 5.342
H -3.201 -3.927 3.835
H -3.002 -0.874 4.022
H -4.454 -1.736 3.654
Cl -6.793 2.447 1.932
C -5.371 3.483 1.830
C -4.251 3.009 2.718
Cl -3.460 1.542 2.080
H -5.627 4.507 2.106
H -5.048 3.514 0.790
H -4.636 2.738 3.699
H -3.496 3.778 2.849
Cl 4.232 -0.681 3.075
C 4.465 0.968 3.709
C 3.538 1.852 3.044
Cl 3.655 3.488 3.719
H 5.499 1.253 3.529
H 4.312 0.968 4.784
H 2.511 1.523 3.188
H 3.706 1.916 1.974
Cl -7.925 -0.756 -1.216
C -6.279 -0.178 -0.800
C -5.417 -0.233 -2.038
Cl -3.860 0.547 -1.690
H -5.906 -0.846 -0.029
H -6.333 0.826 -0.389
H -5.866 0.310 -2.863
H -5.231 -1.258 -2.339
*
```

ORCA calculation (ωB97M-V with the def2-TZVPD basis set) on a structure of composition C20H42GeN3O7STi.

Summary:
relative energy (zero: lowest compared OMol25 entry of this formula, charge and spin) = 0.0 kJ/mol
gap between HOMO and LUMO (alpha / beta) = 7.7 / 7.8 eV

ORCA input file:
```
! RIJCOSX wB97M-V def2-TZVPD def2/J DEFGRID3
* xyz 0 2
Ti -0.753 0.938 0.671
C 2.761 -2.592 -2.075
C 2.388 -2.314 -0.619
C 3.567 -1.663 0.097
C 2.012 -3.610 0.098
O 1.311 -1.380 -0.551
Ge -0.307 -1.762 -1.427
O -1.249 -0.924 0.299
C -2.279 -1.822 0.839
C -2.556 -1.465 2.295
C -1.779 -3.267 0.820
C -3.533 -1.660 -0.002
O -0.270 -0.160 -2.312
C -0.992 0.110 -3.520
C -2.490 -0.079 -3.309
C -0.693 1.563 -3.870
C -0.483 -0.811 -4.628
H 3.628 -3.253 -2.142
H 1.933 -3.075 -2.601
H 2.991 -1.655 -2.585
H 4.447 -2.309 0.065
H 3.825 -0.713 -0.376
H 3.315 -1.483 1.144
H 2.853 -4.306 0.112
H 1.723 -3.392 1.128
H 1.172 -4.101 -0.397
H -1.682 -1.698 2.908
H -2.843 -0.423 2.408
H -3.381 -2.082 2.655
H -0.779 -3.333 1.253
H -2.454 -3.873 1.428
H -1.757 -3.696 -0.181
H -3.888 -0.629 0.012
H -3.340 -1.951 -1.035
H -4.320 -2.308 0.389
H -2.831 0.512 -2.459
H -3.043 0.235 -4.197
H -2.724 -1.131 -3.128
H -1.180 1.844 -4.806
H -1.052 2.222 -3.079
H 0.385 1.701 -3.994
H -0.683 -1.857 -4.383
H -0.973 -0.587 -5.577
H 0.594 -0.684 -4.754
N 1.030 1.399 -0.569
C 1.968 2.533 -0.548
C 1.321 3.835 -0.112
C 0.941 3.843 1.360
N -0.266 3.031 1.596
H 1.533 0.504 -0.591
H 0.525 1.369 -1.458
H 2.417 2.655 -1.537
H 2.788 2.299 0.138
H 0.432 4.034 -0.719
H 2.026 4.648 -0.298
H 0.774 4.870 1.697
H 1.765 3.440 1.956
H -1.078 3.565 1.263
H -0.427 2.937 2.595
O -2.921 3.780 0.528
S -2.976 2.369 0.211
O -2.526 1.562 1.452
O -1.777 2.008 -0.695
O -4.208 1.875 -0.324
C 1.877 0.690 4.963
C 0.499 0.555 4.975
C -0.159 0.411 3.765
N 0.473 0.457 2.586
C 1.802 0.571 2.584
C 2.543 0.680 3.749
H 2.428 0.800 5.888
H -0.065 0.548 5.896
H -1.236 0.308 3.729
H 2.283 0.575 1.614
H 3.619 0.769 3.694
*
```

ORCA calculation (ωB97M-V with the def2-TZVPD basis set) on a structure of composition C20H42HfNOP3 in a non-equilibrium geometry.

Summary:
relative energy (zero: lowest compared OMol25 entry of this formula, charge and spin) = 0.0 kJ/mol
gap between HOMO and LUMO = 4.9 eV

ORCA input file:
```
! RIJCOSX wB97M-V def2-TZVPD def2/J DEFGRID3
* xyz 4 1
Hf 1.181 0.999 0.333
P 2.345 2.072 2.320
P -2.854 -2.513 0.317
P -0.868 2.473 -0.146
H 3.170 0.342 -1.381
C 2.162 -0.077 -1.179
C 1.119 0.591 -2.045
H 0.357 1.307 -1.558
C 3.952 1.384 2.796
C 1.378 1.869 3.884
C 2.562 3.871 2.240
C -4.341 -3.541 0.180
C -1.299 -3.404 0.611
C -2.991 -1.093 1.430
C -0.661 3.798 -1.427
C -1.454 3.456 1.268
C -2.363 1.613 -0.767
H 2.220 -1.185 -1.107
H 1.708 1.316 -2.621
H 4.740 1.782 2.149
H 3.937 0.293 2.684
H 4.160 1.642 3.837
H 1.322 0.808 4.155
H 0.342 2.225 3.775
H 1.880 2.430 4.689
H 3.447 4.122 1.644
H 2.677 4.274 3.257
H 1.683 4.329 1.763
H -4.545 -4.238 1.027
H -4.261 -4.154 -0.742
H -5.240 -2.907 0.054
H -1.396 -4.143 1.416
H -0.488 -2.717 0.879
H -1.000 -3.926 -0.307
H -4.045 -0.805 1.535
H -2.461 -0.227 1.009
H -2.575 -1.296 2.426
H -1.116 4.742 -1.104
H -1.110 3.488 -2.378
H 0.411 3.964 -1.580
H -1.819 4.423 0.901
H -0.620 3.627 1.960
H -2.254 2.929 1.801
H -2.793 2.166 -1.612
H -3.115 1.556 0.030
H -2.150 0.590 -1.111
C -1.058 -1.016 -3.272
C -1.676 -1.062 -4.560
C -0.907 -1.029 -5.703
C 0.488 -0.745 -5.633
C 1.041 -0.405 -4.419
C 0.185 -0.068 -3.272
O -1.524 -1.717 -2.337
H -2.686 -1.953 -0.995
H -2.719 -1.376 -4.595
H -1.369 -1.208 -6.673
H 1.118 -0.808 -6.539
H 2.119 -0.204 -4.329
H -0.316 0.879 -3.546
C 2.181 -3.602 3.155
C 2.191 -3.120 1.684
C 1.490 -1.906 1.453
N 0.979 -0.843 1.322
H 2.716 -2.891 3.786
H 2.671 -4.571 3.279
H 1.152 -3.715 3.505
H 3.228 -2.998 1.347
H 1.763 -3.897 1.040
*
```

ORCA calculation (ωB97M-V with the def2-TZVPD basis set) on a structure of composition C20H42MnO5P4 in a non-equilibrium geometry.

Summary:
relative energy (zero: lowest compared OMol25 entry of this formula, charge and spin) = 0.0 kJ/mol
gap between HOMO and LUMO (alpha / beta) = 7.2 / 4.5 eV

ORCA input file:
```
! RIJCOSX wB97M-V def2-TZVPD def2/J DEFGRID3
* xyz 4 4
P -2.917 -2.155 0.688
C -3.747 -0.856 1.546
H -4.822 -1.021 1.543
H -3.534 0.111 1.074
H -3.390 -0.831 2.585
C -3.531 -2.471 -0.984
H -2.815 -3.126 -1.511
H -3.590 -1.503 -1.508
H -4.520 -2.962 -0.940
C -2.615 -3.677 1.591
H -3.471 -4.359 1.447
H -2.510 -3.432 2.659
H -1.682 -4.132 1.219
P 2.597 -0.229 2.622
C 1.771 1.000 3.727
H 2.385 1.209 4.613
H 0.799 0.604 4.058
H 1.625 1.940 3.171
C 3.122 -1.447 3.927
H 3.699 -2.256 3.445
H 2.216 -1.858 4.410
H 3.745 -0.953 4.683
C 4.218 0.660 2.441
H 4.768 0.630 3.387
H 4.042 1.711 2.157
H 4.802 0.143 1.663
P 0.708 2.512 -2.896
C 0.321 3.991 -2.013
H 0.680 4.860 -2.584
H 0.835 3.971 -1.034
H -0.765 4.103 -1.834
C 2.268 2.476 -3.782
H 2.208 3.157 -4.639
H 2.472 1.456 -4.138
H 3.070 2.787 -3.098
C -0.631 1.876 -3.920
H -0.779 2.533 -4.791
H -1.557 1.812 -3.331
H -0.347 0.863 -4.238
Mn 0.889 -1.869 -1.787
C -1.166 -1.488 0.298
O -0.542 -0.607 0.791
C 0.935 1.056 -1.681
O 1.188 1.121 -0.513
C 2.699 -1.837 -2.420
C 1.763 -2.268 -3.431
C 0.747 -3.248 -3.119
C 0.712 -3.779 -1.760
C 1.603 -3.299 -0.720
C 2.590 -2.269 -1.025
H 3.276 -0.954 -2.669
H 1.665 -1.711 -4.374
H -0.173 -3.332 -3.742
H -0.143 -4.400 -1.499
H 1.368 -3.559 0.301
H 3.060 -1.716 -0.222
C -1.422 3.197 1.822
O -1.846 2.276 0.800
P -2.651 2.822 -0.531
O -3.905 3.648 0.098
C -4.775 3.173 1.148
O -3.352 1.378 -0.989
C -4.483 1.400 -1.881
H -0.565 2.728 2.318
H -2.228 3.351 2.552
H -1.105 4.170 1.416
H -4.530 2.161 1.509
H -4.700 3.882 1.980
H -5.798 3.181 0.757
H -5.418 1.556 -1.325
H -4.387 2.174 -2.657
H -4.517 0.418 -2.368
*
```